Here is an isolated molecule of H3OPS2 from OMol25. Energies are from wB97M-V/def2-TZVPD.

Each line ends with the natural charge from an NBO analysis.
Element x y z (Å)
O: -0.11215 -1.39009 -0.14688  -1.0369
P: 0.35762 0.03117 0.42362  1.1432
S: 2.54551 0.68818 -0.24328  -0.5427
S: -1.41555 0.94275 -0.25458  -0.2563
H: 0.24217 -1.97430 -0.82873  0.5470
H: -0.05989 -0.20138 1.83455  -0.0030
H: -1.27969 2.12066 0.35187  0.1487

Forces on atoms 1 to 6 (eV/Å):
O -0.25 -0.61 0.34
P 2.34 0.15 -0.53
S -4.15 -1.13 1.39
S 0.23 0.16 -0.14
H 0.59 0.76 0.13
H 1.05 0.40 -1.31

Computed properties:
SMILES: O[P@@H](=S)S
largest force on an atom: 4.5 eV Å⁻¹
relative energy (zero: lowest compared OMol25 entry of this formula, charge and spin): 200.70 kJ/mol
frontier orbital gap: 8.1 eV
spin multiplicity: 1